{
  "formula": "CH6BF3LuO3SSi2",
  "method": "ωB97M-V with the def2-TZVPD basis set",
  "elements": ["H", "C", "H", "H", "O", "S", "O", "H", "Lu", "F", "F", "O", "B", "F", "H", "Si", "Si", "H"],
  "positions_angstrom": [[2.042029, 1.289966, -2.326413], [-1.761889, 0.383697, -1.500722], [1.441877, 2.015065, 1.190932], [0.365353, -1.231366, 3.306103], [1.119124, 2.478170, 0.407382], [2.300530, -1.432077, 1.129597], [1.625109, 2.031909, -1.866008], [0.478503, -1.203593, -1.216493], [-3.412213, 0.159519, 1.533838], [-1.960426, 1.599686, -1.819887], [-3.039740, -0.027288, -0.327629], [-0.602122, -0.326675, 1.123049], [1.055422, 1.698046, -0.700239], [-2.051250, -0.347334, -2.487661], [2.426093, -2.597028, 0.481534], [-0.074090, -0.025697, -0.536228], [0.357769, -1.583493, 1.882382], [-0.310078, -2.881505, 1.726464]],
  "forces_ev_per_a": [[-0.2, 0.3, -0.6], [3.2, 0.4, -2.7], [-0.2, 0.4, 0.2], [-0.2, 0.3, 0.0], [-0.1, -0.3, -0.1], [0.3, 0.6, 0.0], [0.0, -0.5, 0.4], [-0.7, -0.3, -0.1], [1.7, -0.4, 0.1], [-0.8, 0.4, 0.8], [-2.0, -0.1, 1.1], [-1.8, 0.1, -1.0], [0.4, 0.5, 0.1], [-0.7, -0.7, 0.1], [-0.3, -0.2, -0.2], [1.2, 0.2, 1.0], [0.3, -0.7, 1.2], [-0.1, 0.1, -0.4]],
  "homo_lumo_gap_ev": 3.7899,
  "homo_energy_ev": -19.86,
  "charge": 3
}


{
  "formula": "C4H9NO2",
  "method": "ωB97M-V with the def2-TZVPD basis set",
  "elements": ["C", "H", "C", "H", "H", "O", "O", "N", "H", "C", "H", "C", "H", "H", "H", "H"],
  "positions_angstrom": [[1.659146, 0.004441, 0.754216], [-0.950324, -1.328364, -1.672213], [-1.215308, 1.254336, -0.591748], [-0.808172, 2.144591, -0.100132], [2.889578, 0.018756, -0.650857], [2.918333, 0.013610, 0.319301], [0.801841, 0.005410, -0.275928], [1.386262, -0.003837, 2.001386], [-0.785702, -2.152359, -0.128331], [-1.202224, -1.260034, -0.608207], [-0.816390, -0.011943, 1.092743], [-0.610425, -0.003774, 0.016750], [-0.964090, 1.339256, -1.654730], [-2.304152, 1.266886, -0.484037], [2.292484, -0.001582, 2.482396], [-2.290859, -1.285394, -0.500607]],
  "forces_ev_per_a": [[-0.3, 0.0, 1.4], [-0.1, 0.2, 0.1], [0.3, 0.3, 0.0], [-0.1, -0.1, 0.0], [0.2, 0.0, 0.2], [0.5, 0.0, -1.0], [0.0, 0.0, 0.6], [0.1, 0.0, -1.0], [-0.1, 0.1, 0.0], [0.3, -0.3, 0.0], [0.6, 0.0, -0.2], [-1.1, 0.0, -0.4], [-0.1, -0.2, 0.1], [0.2, -0.1, 0.0], [-0.5, 0.0, 0.0], [0.2, 0.1, 0.0]],
  "homo_lumo_gap_ev": 10.5423,
  "smiles": "[H]/N=C(\\O)OC(C)C",
  "homo_energy_ev": -9.82,
  "charge": 0
}


{
  "formula": "C15H11BF3NO3",
  "method": "ωB97M-V with the def2-TZVPD basis set",
  "elements": ["O", "H", "C", "C", "H", "H", "C", "C", "H", "C", "C", "C", "O", "H", "C", "C", "H", "H", "H", "C", "N", "F", "C", "H", "H", "O", "C", "C", "C", "H", "C", "B", "F", "F"],
  "positions_angstrom": [[3.141099, 1.785531, -4.318570], [-1.226796, -1.282407, 0.039247], [0.219257, -0.511737, 1.317367], [1.964283, 1.064580, -4.767163], [4.547203, 2.829645, -2.306174], [2.382089, 0.293986, -5.459283], [1.879142, 0.760236, -2.416262], [0.058164, -0.763965, 3.682513], [-1.435275, -0.973848, -2.415768], [-2.689108, -0.796133, 3.767436], [-2.014497, -0.820586, 2.560172], [-0.453481, -0.679413, -2.387276], [3.769088, 2.335380, -1.943360], [-3.762272, -0.573693, 3.779694], [1.252517, 0.487279, -3.600816], [-0.567147, -0.665075, 4.922880], [1.184833, -0.667620, 3.716836], [-2.484392, -0.487625, 5.955540], [2.007073, 0.429294, -0.223038], [-0.646074, -0.743128, 2.492760], [-0.329832, -0.791534, 0.032959], [-2.794974, -1.611492, 0.538120], [-1.990960, -0.719005, 4.998275], [-0.011082, -0.399838, 5.766830], [1.449691, 1.768742, -5.467130], [1.369918, -0.140575, 1.505967], [-2.776151, -0.505405, 1.286548], [1.410677, 0.307318, -1.182661], [0.174389, -0.397004, -1.160411], [-0.433375, -0.426638, -4.492320], [0.026332, -0.172763, -3.575903], [3.045590, 1.656198, -2.886678], [-4.030543, -0.167789, 1.615498], [-2.235385, 0.579083, 0.624168]],
  "forces_ev_per_a": [[-0.9, -0.5, 3.0], [1.3, 0.3, -0.4], [0.6, -0.6, -2.3], [1.3, 0.1, -2.7], [-1.1, -0.5, 0.4], [-0.5, 0.1, 0.5], [0.7, 0.1, 0.0], [1.8, 0.6, 1.7], [-2.2, -1.4, 0.2], [-0.3, 0.6, 1.6], [-0.5, 1.3, -0.7], [1.2, 1.9, 0.4], [1.5, 0.5, -1.2], [0.4, -0.6, -0.1], [-1.6, 0.0, -0.2], [-2.6, -0.5, -1.5], [-1.6, -0.2, -0.5], [0.1, -0.4, -0.7], [-1.0, 0.1, -1.8], [0.9, -0.7, 0.8], [-0.1, -1.1, 3.1], [-1.0, 0.0, -1.2], [1.3, 0.5, -1.1], [0.8, -0.1, 1.2], [-0.3, -0.5, 0.9], [-1.0, -0.1, -0.2], [-0.1, 1.3, 2.4], [0.3, -0.2, 0.6], [2.7, 1.0, -1.3], [-0.8, -0.1, -0.8], [1.5, -0.5, 0.1], [0.8, 0.8, -0.1], [-0.2, -0.1, -1.0], [-1.5, -1.2, 0.4]],
  "homo_lumo_gap_ev": 7.9786,
  "smiles": "O=C(Nc1ccc2c(c1)B(O)OC2)c1ccccc1C(F)(F)F",
  "homo_energy_ev": -8.13,
  "charge": 0
}


{
  "formula": "C25H22N5O4Ru",
  "method": "ωB97M-V with the def2-TZVPD basis set",
  "elements": ["C", "C", "H", "H", "H", "H", "C", "H", "C", "H", "C", "C", "C", "C", "C", "C", "H", "O", "C", "H", "H", "H", "H", "H", "N", "O", "C", "C", "C", "C", "C", "C", "H", "C", "O", "H", "C", "N", "H", "H", "N", "O", "H", "H", "C", "C", "H", "H", "N", "H", "C", "N", "Ru", "C", "C", "H", "C"],
  "positions_angstrom": [[0.514816, -0.466277, -4.585855], [4.646948, 1.324699, 1.453015], [-1.017654, 3.149453, -2.322642], [-3.500460, 0.791775, -1.541331], [-1.674255, 5.791083, 1.832402], [2.266424, -3.120635, 2.185651], [2.785444, -0.143353, 1.142914], [3.083679, -2.420574, -3.584712], [4.007301, 0.124264, 1.735321], [-1.896234, -0.687631, 3.887883], [0.150748, 2.971735, 1.608906], [0.092790, -0.075812, -3.329726], [-2.085474, -0.470457, 2.846631], [-1.289496, 4.857440, 1.444941], [4.065984, 2.192754, 0.548253], [-3.376514, -0.366515, 2.352546], [4.529874, 3.121203, 0.244151], [1.112081, -1.763611, 0.673027], [-1.644050, 2.635333, -1.593985], [-4.548787, 0.033877, 0.589989], [5.598644, 1.557324, 1.911070], [-1.010178, 1.705828, -3.787399], [-1.981634, 0.268527, -3.594910], [-0.008640, -0.321819, 2.338408], [-0.300250, 2.488290, 0.445183], [2.720988, -2.262334, 2.155299], [2.236527, -1.751761, -3.544297], [-1.026484, -0.277109, 1.983529], [2.219220, 2.707945, -1.093500], [1.602635, -1.314420, -4.698846], [-2.446253, 0.095206, 0.207754], [-0.315012, 4.155446, 2.140354], [-2.687800, 2.878384, -1.804440], [-3.557778, -0.068718, 1.010647], [1.229406, 2.099892, -1.729328], [0.903198, 2.380905, 2.115008], [-1.766110, 4.349211, 0.247120], [2.186060, 0.732165, 0.317476], [0.078800, 4.516641, 3.079156], [-4.229293, -0.503356, 3.003637], [0.722223, -0.480477, -2.210507], [2.639853, 3.800564, -1.345160], [1.951549, -1.630112, -5.672669], [2.244419, -1.602993, -1.403350], [1.776809, -1.302729, -2.326274], [2.842951, 1.853116, -0.008058], [-2.478269, -0.630022, -1.758991], [-0.005307, -0.107874, -5.464242], [-1.193343, -0.019000, 0.680454], [-2.524732, 4.874208, -0.317431], [-1.247163, 3.160320, -0.233057], [-1.409105, 1.166203, -1.762978], [0.279506, 0.780156, -0.618357], [2.101530, -1.466744, 1.296149], [-2.544332, 0.342245, -1.265990], [4.451436, -0.608968, 2.392067], [-1.123977, 0.806221, -3.185282]],
  "forces_ev_per_a": [[0.0, -0.1, 0.0], [0.0, 0.0, 0.0], [0.0, 0.0, 0.0], [0.0, 0.0, 0.0], [0.0, 0.0, 0.0], [0.0, 0.0, 0.0], [0.0, 0.0, 0.0], [0.0, 0.0, 0.0], [0.0, 0.0, 0.0], [0.0, 0.0, 0.0], [0.0, 0.0, 0.0], [-0.1, -0.1, 0.1], [0.0, 0.0, 0.0], [0.0, 0.0, 0.0], [0.0, 0.0, 0.0], [0.0, 0.0, 0.0], [0.0, 0.0, 0.0], [0.0, 0.0, 0.0], [-0.1, 0.0, 0.0], [0.0, 0.0, 0.0], [0.0, 0.0, 0.0], [0.1, 0.0, 0.1], [0.0, 0.1, -0.1], [0.0, 0.0, 0.0], [0.0, 0.0, -0.1], [0.0, 0.0, 0.0], [0.0, 0.0, 0.0], [0.0, 0.0, 0.0], [0.0, 0.0, 0.0], [0.0, 0.0, 0.0], [0.0, 0.0, 0.0], [0.0, 0.0, 0.0], [0.0, 0.0, 0.0], [0.0, 0.0, 0.0], [0.1, 0.0, 0.0], [0.0, 0.0, 0.0], [0.0, 0.0, 0.0], [0.1, 0.0, 0.0], [0.0, 0.0, 0.0], [0.0, 0.0, 0.0], [0.0, 0.0, -0.2], [0.0, 0.0, 0.0], [0.0, 0.0, 0.0], [0.0, 0.0, 0.0], [0.0, 0.0, 0.0], [0.0, 0.0, 0.0], [0.0, 0.0, 0.0], [0.0, 0.0, 0.0], [-0.1, -0.1, 0.1], [0.0, 0.0, 0.0], [0.0, 0.0, 0.0], [0.0, 0.0, 0.1], [0.1, 0.2, 0.1], [0.1, 0.0, 0.1], [0.0, -0.1, 0.0], [0.0, 0.0, 0.0], [0.0, 0.0, -0.1]],
  "homo_lumo_gap_ev": [9.2121, 7.9873],
  "spin_multiplicity": 2,
  "homo_energy_ev": [-15.28, -15.24],
  "charge": 2
}


Which energy relative to the best compared isomer or geometry (same formula, charge and spin) belongs to each record? In order, 0.0, 21.1, 26.5, 0.8 kcal per mole.